# 1
Molecular formula: C33H45F5N4O2PdSSbSi3
Method: DFT, ωB97M-V/def2-TZVPD

Structure (XYZ):
```
95
C33H45F5N4O2PdSSbSi3 (ωB97M-V/def2-TZVPD)
Sb -0.790 -2.251 1.553
Pd 0.455 0.314 0.687
S 1.305 2.846 1.054
Si 2.641 -0.777 1.065
Si -2.842 -2.231 2.881
Si -0.497 -4.824 1.115
F 2.507 2.626 -4.433
F 3.295 -1.949 -4.206
F 0.578 2.334 -2.478
F 4.125 0.515 -4.956
F 1.000 -2.380 -2.800
O -0.324 -0.127 -1.716
O -0.301 0.839 2.750
N 1.769 5.062 -0.342
N -2.255 0.910 -0.998
N 3.055 3.253 -0.898
N -1.690 1.152 0.201
C 2.427 5.909 -1.337
C -3.417 -0.182 -5.743
C 1.403 -1.086 -3.117
C -3.604 0.949 -4.996
C 2.996 0.348 -4.217
C 0.695 0.032 -2.607
C 2.871 -0.762 2.913
C 2.086 3.773 -0.128
C -2.995 1.176 -3.766
C -2.580 -1.187 -5.268
C -2.063 2.296 0.734
C -2.004 -1.041 -4.033
C 0.815 -5.414 2.361
C -4.354 -2.739 1.800
C 1.134 1.295 -3.026
C 4.075 0.183 0.340
C -1.589 0.386 -1.938
C 0.256 -4.941 -0.597
C -3.061 -0.420 3.388
C -2.092 4.363 3.810
C 3.833 3.979 -1.878
C 2.244 1.444 -3.872
C -0.875 2.390 4.426
C -1.356 3.632 4.753
C 2.930 -2.552 0.413
C -0.921 1.873 3.040
C -2.229 0.148 -3.259
C 2.958 5.042 -2.461
C -1.697 2.696 2.118
C -2.560 -3.268 4.414
C -2.338 3.917 2.475
C -2.125 -5.657 1.299
C 2.559 -0.936 -3.813
H -2.329 -2.078 -5.872
H 3.963 -0.783 3.021
H -3.016 4.482 1.894
H -3.924 -0.386 4.026
H 4.761 4.403 -1.442
H -4.734 -2.007 1.114
H -1.446 -1.837 -3.607
H -0.277 -5.664 -1.159
H 4.208 1.204 0.729
H 4.167 3.278 -2.673
H -2.996 -4.218 4.331
H -3.913 -0.315 -6.747
H 3.528 5.603 -3.204
H -2.491 5.306 4.051
H -3.084 2.116 -3.247
H 2.465 -1.687 3.374
H 1.332 -5.189 -0.568
H -3.169 -2.849 5.230
H -2.271 0.085 3.962
H 5.020 -0.321 0.683
H 2.449 0.079 3.447
H -2.488 -5.574 2.312
H -2.945 -5.318 0.686
H 1.776 6.746 -1.689
H 1.025 5.496 0.178
H 0.218 -3.979 -1.053
H 1.792 -5.114 1.914
H 2.160 4.510 -2.982
H -1.183 4.162 5.680
H -4.120 1.798 -5.475
H -2.022 -6.734 1.120
H 0.696 -6.476 2.392
H -0.359 1.770 5.196
H -4.287 -3.690 1.338
H -2.649 2.980 0.224
H 2.067 -3.193 0.606
H 3.294 -2.479 -0.675
H -5.216 -2.879 2.501
H 3.317 6.385 -0.806
H 0.771 -4.984 3.345
H -3.293 0.240 2.574
H -1.529 -3.411 4.769
H 4.077 0.147 -0.742
H 3.453 2.397 -0.527
H 3.744 -2.978 1.062
```

## Properties
total charge = +1
energy relative to the best compared isomer or geometry (same formula, charge and spin) = 36.6 kcal per mole
⟨S²⟩ = 6.0703
spin multiplicity = 5
gap between HOMO and LUMO (alpha / beta) = 5.52 / 5.27 eV

=====

# 2
Molecular formula: C33H45FFeN4O6PS4Si
Method: DFT, ωB97M-V/def2-TZVPD

Structure (XYZ):
```
96
C33H45FFeN4O6PS4Si (ωB97M-V/def2-TZVPD)
Fe -1.250 -1.355 -1.188
S 0.721 -1.323 -2.437
S 0.129 -1.525 0.647
S -1.538 0.917 -1.934
S -2.395 -2.512 2.777
P -0.746 -1.569 2.513
Si -1.352 -3.702 -1.553
F -4.688 2.740 2.071
O -7.038 -0.132 -1.799
O -6.534 3.861 0.302
O -2.785 -0.834 0.059
O -3.228 -1.922 -1.768
O -0.925 -0.065 3.029
O 0.463 -2.024 3.463
N -6.776 1.832 -0.696
N -5.546 -0.033 -0.066
N 0.533 2.584 -1.823
N 2.311 0.513 -1.371
C -0.563 3.874 0.702
C -6.493 0.495 -0.920
C 0.343 -4.484 -1.301
C 6.744 0.350 -2.711
C -4.961 0.724 0.929
C 5.734 0.160 -1.776
C 1.258 -3.242 3.476
C 2.573 -3.000 2.759
C -0.147 4.493 -0.477
C -3.615 -1.387 -0.692
C 0.466 0.723 4.848
C -2.542 -4.521 -0.382
C 1.968 2.846 -1.869
C 0.454 5.741 -0.420
C 0.645 6.373 0.803
C -6.220 2.695 0.242
C 0.056 1.337 -1.897
C 1.192 1.075 2.455
C 0.236 5.753 1.971
C 1.126 0.203 -1.880
C 4.483 -0.291 -2.174
C 0.522 -4.464 2.967
C -5.259 2.013 1.100
C 4.246 -0.550 -3.522
C -1.734 -3.918 -3.368
C -5.079 -1.397 -0.299
C 2.650 1.872 -0.952
C 6.501 0.096 -4.050
C -0.334 3.768 -1.784
C 5.250 -0.355 -4.454
C 3.382 -0.473 -1.165
C -0.371 4.503 1.920
C 0.028 0.938 3.412
H -1.048 2.905 0.660
H 2.331 2.746 -2.898
H -1.363 3.430 -1.892
H -2.626 -3.938 0.536
H 2.931 -1.463 -1.218
H 1.765 1.960 2.738
H -0.389 -4.642 3.532
H -5.690 -1.836 -1.082
H 1.064 -0.182 4.938
H 3.212 -3.877 2.865
H -2.697 -3.490 -3.638
H 1.182 -5.328 3.065
H 2.139 3.867 -1.533
H 3.757 -0.318 -0.150
H 3.734 1.977 -0.998
H -1.744 -4.982 -3.618
H 5.061 -0.563 -5.498
H 0.742 -4.248 -0.315
H 2.405 -2.813 1.700
H 1.065 -4.152 -2.047
H 1.108 7.349 0.839
H -4.238 0.214 1.551
H 0.766 6.230 -1.336
H 1.465 -3.373 4.543
H 3.091 -2.144 3.189
H -2.168 -5.510 -0.114
H 0.249 -4.357 1.916
H -7.462 2.235 -1.320
H 1.844 0.202 2.493
H 2.321 2.016 0.080
H 7.718 0.696 -2.390
H -0.567 1.855 3.362
H -0.957 -3.449 -3.974
H -0.089 4.401 -2.641
H -0.707 4.026 2.829
H -5.185 -1.968 0.627
H 5.926 0.351 -0.727
H 0.379 6.245 2.923
H 0.833 1.187 1.434
H 7.285 0.244 -4.780
H 3.275 -0.913 -3.836
H -3.532 -4.624 -0.823
H 0.261 -5.570 -1.388
H 1.060 1.575 5.181
H -0.401 0.630 5.499
```

## Properties
total charge = 0
⟨S²⟩ = 1.0062
spin multiplicity = 2
gap between HOMO and LUMO (alpha / beta) = 6.48 / 6.40 eV

=====

# 3
Molecular formula: C33H45N6O7SSbSe4V
Method: DFT, ωB97M-V/def2-TZVPD

Structure (XYZ):
```
98
C33H45N6O7SSbSe4V (ωB97M-V/def2-TZVPD)
Sb -2.216 -2.417 3.925
Se -3.995 -3.928 3.431
Se -1.057 -1.433 -0.857
Se -1.333 -1.336 1.574
Se -1.945 -2.268 6.404
V -0.157 0.298 0.292
S -2.587 1.785 0.428
O -1.440 0.427 -4.952
O 0.064 1.511 2.054
O -2.164 3.216 0.527
O -0.798 2.960 -5.243
O -0.561 4.849 -4.103
O -1.580 0.533 -2.726
O 2.094 2.439 2.154
N 1.929 -1.885 1.515
N 5.289 1.473 0.689
N 4.875 1.160 2.918
N 1.727 0.221 -0.179
N 0.406 0.005 4.212
N 5.408 3.309 2.190
C -3.716 -3.255 -3.410
C -2.727 -4.223 -3.293
C 3.442 2.388 4.672
C -3.530 1.547 1.958
C 1.433 1.168 -1.148
C -1.686 -0.062 -3.821
C 0.381 -2.095 -3.683
C -0.380 3.654 -4.181
C 2.190 1.553 4.930
C -2.079 -1.544 -3.790
C 1.281 1.912 -3.447
C 3.803 -2.837 0.401
C 3.763 -3.934 1.237
C -1.404 -3.836 -3.454
C 2.760 -4.016 2.199
C 4.699 1.589 4.292
C 0.305 2.855 -3.122
C 2.825 -0.668 -0.390
C -3.087 -5.642 -2.940
C 0.503 2.211 -0.812
C 5.155 1.979 1.859
C -0.014 3.048 -1.794
C -3.413 -1.923 -3.667
C 1.878 1.126 -2.488
C -4.316 3.079 -1.284
C -3.865 1.690 -0.862
C -1.070 -2.508 -3.684
C 1.239 1.647 2.545
C -4.556 0.423 1.965
C 2.845 -1.830 0.561
C 1.575 0.745 3.765
C -4.520 -0.903 -3.742
C 1.872 -2.962 2.295
H -4.807 0.151 2.992
H 4.450 0.293 2.631
H 5.578 2.186 4.553
H 0.507 -1.027 -3.504
H 4.851 3.664 2.951
H -0.921 1.977 -5.032
H -2.724 1.315 2.660
H -4.566 3.698 -0.422
H 3.769 -0.114 -0.287
H 2.820 -1.086 -1.409
H -5.251 -1.187 -4.503
H -0.718 3.816 -1.502
H 1.579 1.793 -4.483
H -3.834 -6.044 -3.628
H 4.501 -4.722 1.140
H 4.557 -2.743 -0.371
H 2.675 -4.870 2.858
H -2.208 -6.287 -2.973
H -4.139 0.085 -3.997
H 2.303 0.008 3.409
H 4.739 0.679 4.898
H 0.943 -2.652 -2.932
H 2.668 0.447 -2.779
H -0.370 0.603 4.470
H 1.047 -2.964 3.004
H -4.684 1.085 -0.477
H 3.208 3.114 3.896
H 0.287 2.477 0.231
H 0.595 -0.660 4.952
H 5.365 3.914 1.385
H -3.381 1.156 -1.681
H -4.146 -0.475 1.498
H -5.195 2.996 -1.927
H -5.473 0.693 1.441
H 5.477 2.189 -0.005
H 1.397 2.218 5.291
H 2.407 0.843 5.738
H -3.528 3.587 -1.835
H -0.608 -4.563 -3.325
H -5.047 -0.836 -2.786
H -3.942 2.531 2.180
H -4.754 -3.535 -3.247
H -3.502 -5.692 -1.931
H 0.842 -2.295 -4.656
H 3.684 2.936 5.591
```

## Properties
total charge = -2
energy relative to the best compared isomer or geometry (same formula, charge and spin) = 100.8 kcal per mole
⟨S²⟩ = 3.8035
spin multiplicity = 4
gap between HOMO and LUMO (alpha / beta) = 5.48 / 4.60 eV

=====

# 4
Molecular formula: C33H45OSi
Method: DFT, ωB97M-V/def2-TZVPD

Structure (XYZ):
```
80
C33H45OSi (ωB97M-V/def2-TZVPD)
Si 2.324 0.357 2.124
O 0.903 -0.291 2.709
C -4.698 -1.402 -1.388
C -0.181 -0.965 2.254
C 0.191 -4.140 -6.325
C -2.609 -1.290 2.612
C -2.589 -4.607 0.497
C 1.633 -1.336 -4.217
C -1.380 -0.729 3.018
C -4.616 -3.225 0.152
C -2.533 -2.382 -0.790
C -0.317 -5.968 -3.047
C 2.162 -4.100 -1.661
C -0.003 -4.479 -7.772
C -0.263 -3.494 -1.103
C -6.812 -2.005 -0.145
C -3.811 0.138 4.132
C 0.584 -3.582 -3.567
C 0.051 -4.831 -3.981
C 3.720 -0.659 2.838
C 0.963 -2.648 -4.562
C -0.149 -5.060 -5.341
C 2.241 0.285 0.260
C -3.808 -0.872 3.168
C -2.759 -0.754 -2.794
C -3.327 -1.528 -1.628
C -1.393 0.241 4.051
C 0.748 -2.926 -5.914
C -0.168 -1.892 1.155
C -1.061 -2.281 -0.614
C 0.919 -3.276 -2.090
C -2.597 0.670 4.587
C 2.408 2.103 2.782
C -3.242 -3.385 -0.080
C -5.361 -2.208 -0.452
H -0.576 -6.020 -5.643
H -7.109 -2.650 0.680
H -1.056 -4.714 -7.983
H -5.294 -0.703 -1.991
H 2.375 -0.734 -0.121
H -3.591 -0.256 -3.330
H 3.046 0.910 -0.161
H 0.866 -2.049 0.762
H -0.453 0.640 4.425
H -2.439 -5.369 -0.291
H 1.271 0.673 -0.098
H -7.007 -0.969 0.144
H 3.154 2.695 2.231
H -2.580 -2.063 1.843
H 3.543 -1.734 2.697
H -4.732 -1.333 2.821
H 4.672 -0.400 2.353
H 2.575 -1.488 -3.669
H -2.033 0.020 -2.502
H -1.352 -5.853 -2.669
H -0.295 -6.901 -3.638
H 3.010 -3.879 -2.321
H 0.192 -3.927 -0.178
H -5.122 -3.942 0.802
H -2.591 1.421 5.345
H 0.982 -0.681 -3.617
H -4.755 0.499 4.516
H 0.306 -3.644 -8.405
H -1.619 -4.434 0.986
H 0.583 -5.367 -8.054
H 3.824 -0.468 3.917
H -0.661 -2.850 1.477
H 1.437 2.612 2.692
H -0.645 -1.291 -0.902
H 0.384 -6.072 -2.206
H -7.429 -2.224 -1.022
H 2.447 -3.841 -0.631
H 1.970 -5.182 -1.697
H 1.872 -0.798 -5.147
H 1.031 -2.192 -6.665
H -3.273 -5.056 1.236
H -0.930 -4.294 -1.505
H 1.220 -2.218 -2.032
H 2.697 2.111 3.844
H -2.282 -1.432 -3.521
```

## Properties
total charge = +1
energy relative to the best compared isomer or geometry (same formula, charge and spin) = 0.0 kcal per mole
gap between HOMO and LUMO = 6.02 eV

=====

# 5
Molecular formula: C33H46BrN3O5SSbSr
Method: DFT, ωB97M-V/def2-TZVPD

Structure (XYZ):
```
91
C33H46BrN3O5SSbSr (ωB97M-V/def2-TZVPD)
Sb 0.524 -0.234 -2.072
Sr 0.708 0.601 1.712
Br 3.141 -2.541 2.290
S -0.932 2.958 2.491
O -0.588 4.349 2.280
O 3.520 2.803 3.847
O 1.446 2.089 -0.215
O 2.607 0.893 3.077
O -1.139 2.198 1.232
N -0.008 2.162 3.407
N 1.852 -3.551 0.081
N -5.011 -4.756 3.077
C 1.776 -4.087 -1.139
C 0.218 1.971 -4.340
C -1.154 -2.576 -2.952
C -0.385 1.502 -3.021
C -1.898 1.307 -3.107
C -2.878 -2.630 1.271
C -1.773 -1.840 0.987
C 2.877 -4.447 -1.901
C -2.530 2.899 3.251
C 2.563 2.078 3.583
C 2.239 3.145 0.390
C -0.691 -1.645 1.869
C -2.961 -3.274 2.505
C -6.281 2.677 5.319
C 2.711 -4.998 -3.290
C -2.947 3.967 4.037
C -4.165 3.892 4.692
C 2.193 4.407 -0.440
C 3.046 -3.359 0.585
C 0.079 -1.833 -3.474
C -3.321 1.771 3.114
C -4.537 1.710 3.780
C -4.101 -4.098 2.824
C -0.085 -1.493 -4.951
C 3.497 -0.364 -1.453
C -4.973 2.761 4.577
C 4.231 -3.704 -0.059
C -0.843 -2.306 3.104
C -1.930 -3.104 3.430
C 4.128 -4.254 -1.321
C 1.206 2.697 3.990
C 3.077 -0.304 -3.924
C 2.602 0.184 -2.561
H 3.424 -5.800 -3.485
H 1.158 2.528 5.072
H 2.875 -4.220 -4.041
H -2.320 4.845 4.117
H 5.185 -3.531 0.416
H 3.508 -1.455 -1.468
H -4.498 4.725 5.300
H 3.248 2.750 0.489
H 0.953 -2.487 -3.365
H 0.047 1.254 -5.144
H 4.137 -0.062 -4.066
H 1.287 3.775 3.843
H -5.155 0.825 3.678
H 2.535 4.210 -1.458
H -2.985 0.949 2.495
H 2.641 1.276 -2.534
H 1.866 3.361 1.394
H -6.113 2.534 6.388
H -0.066 -2.206 3.862
H -2.387 2.225 -3.449
H -0.945 -0.842 -5.116
H -0.262 -2.410 -5.527
H 0.793 -1.005 -5.370
H -6.862 3.594 5.198
H -1.761 -1.349 0.013
H -1.997 -3.594 4.395
H -1.072 -2.830 -1.893
H 0.509 2.300 -0.044
H -3.684 -2.750 0.554
H -6.884 1.843 4.962
H 2.981 -1.391 -4.013
H 1.174 4.796 -0.474
H 5.027 -4.529 -1.864
H 2.831 5.170 0.006
H 2.521 0.150 -4.745
H 3.173 -0.051 -0.459
H -0.189 2.276 -2.275
H -2.053 -1.962 -3.064
H 1.293 2.138 -4.260
H -1.322 -3.502 -3.515
H -2.326 1.049 -2.135
H -0.238 2.919 -4.646
H 0.772 -4.243 -1.524
H 1.705 -5.391 -3.437
H 4.530 -0.023 -1.582
H -2.164 0.515 -3.811
```

## Properties
total charge = -1
energy relative to the best compared isomer or geometry (same formula, charge and spin) = 26.7 kcal per mole
gap between HOMO and LUMO = 7.04 eV

=====

| no. | E (Eh) |
| --- | --- |
| 1 | -3787.78554 |
| 2 | -5542.31768 |
| 3 | -13328.07338 |
| 4 | -1648.96613 |
| 5 | -5068.79834 |